The following is a DFT calculation (ωB97M-V/def2-TZVPD) of a molecular structure, C28H49BFeN12O4P.

Geometry (Å):
Fe 1.1569 -0.0656 0.2143
C 2.2600 4.2781 -0.3139
C 1.5192 3.1562 -0.6951
N 1.9396 2.0707 -0.0477
N 2.9346 2.4716 0.7622
C 3.1506 3.7887 0.6228
B 3.5961 1.4791 1.7457
N 2.5227 0.9885 2.7467
C 2.4882 1.1618 4.0755
C 1.3361 0.5767 4.5655
C 0.7141 0.0525 3.4316
N 1.4297 0.3071 2.3402
N 4.1398 0.2808 0.9507
C 5.4023 -0.1580 0.8321
C 5.4118 -1.2314 -0.0363
C 4.0740 -1.3791 -0.4112
N 3.3182 -0.4642 0.1853
H 2.1615 5.2917 -0.6608
H 0.6880 3.0860 -1.3825
H 3.9156 4.2824 1.1980
H 4.4805 2.0250 2.3420
H 3.2853 1.6828 4.5786
H 1.0061 0.5287 5.5880
H -0.2063 -0.5041 3.3580
H 6.2011 0.3236 1.3705
H 6.2585 -1.8146 -0.3512
H 3.6245 -2.0988 -1.0771
N 2.2198 2.4702 -4.6470
C 1.6501 1.3499 -5.1559
O 1.3918 1.2214 -6.3341
C 1.3139 0.2472 -4.1850
C 0.8343 -0.9487 -4.6994
C 0.5221 -1.9775 -3.8252
C 0.6737 -1.7666 -2.4656
N 1.1064 -0.6078 -1.9595
C 1.4372 0.3633 -2.8100
H 2.4940 3.1810 -5.3045
H 2.5479 2.5446 -3.7015
H 0.7281 -1.0481 -5.7716
H 0.1707 -2.9330 -4.1898
H 0.4522 -2.5359 -1.7357
H 1.8102 1.2614 -2.3380
C -3.5940 -2.1538 -1.3181
O -2.2083 -1.9924 -1.0483
H -3.7928 -3.0342 -1.9336
H -4.0145 -1.2726 -1.8101
H -4.0957 -2.2860 -0.3602
H -1.7296 -2.0113 -1.8821
C -2.4426 3.7778 -1.6102
N -2.2363 2.3640 -1.3366
C -2.3955 1.4433 -2.4589
P -1.8872 1.7157 0.1340
O -0.6254 0.9151 0.0830
N -3.1906 0.7739 0.5170
C -3.0926 0.0124 1.7537
C -4.5572 1.1130 0.1474
N -1.7250 2.9438 1.2114
C -2.9031 3.6619 1.6756
C -0.5309 3.1630 2.0222
H -1.9073 4.0533 -2.5209
H -2.0496 4.3777 -0.7935
H -3.5006 4.0223 -1.7520
H -2.1907 1.9766 -3.3873
H -3.4060 1.0276 -2.5230
H -1.6851 0.6195 -2.3710
H -2.0600 -0.2855 1.9190
H -3.7044 -0.8892 1.6820
H -3.4376 0.5929 2.6178
H -4.5673 1.7692 -0.7196
H -5.0868 1.6119 0.9661
H -5.1089 0.2036 -0.1005
H -3.7402 3.5291 0.9917
H -2.6876 4.7315 1.7286
H -3.2100 3.3270 2.6715
H 0.2838 2.5402 1.6681
H -0.7311 2.9153 3.0688
H -0.2274 4.2108 1.9617
O 1.0796 -2.2806 0.4739
C 0.9667 -3.1700 1.3097
C 1.6063 -4.5150 1.1177
C 0.4571 -5.5489 1.0087
C -0.8668 -5.0043 0.4270
C -1.8070 -4.3044 1.4257
C -1.3096 -2.9488 1.9257
N 0.0947 -3.0742 2.3643
H 2.2722 -4.7514 1.9506
H 2.2069 -4.4786 0.2109
H 0.2549 -5.9864 1.9898
H 0.8086 -6.3702 0.3843
H -1.4139 -5.8489 0.0059
H -0.6650 -4.3289 -0.4121
H -1.9663 -4.9697 2.2817
H -2.7849 -4.1656 0.9583
H -1.9154 -2.5853 2.7564
H -1.3394 -2.2162 1.1211
H 0.1983 -3.8580 2.9973

Computed properties:
Total charge: +1
Relative energy (zero: lowest compared OMol25 entry of this formula, charge and spin), kcal/mol: 6.7
2S+1: 5
Orbital gap (alpha / beta), eV: 9.0 / 8.4
Electronic energy, eV: -100256.886
LUMO energy (alpha / beta), eV: -2.2 / -2.2

Here are the Mulliken charges for atoms 1 to 4, given in e:
1 Fe 1.332
2 C -1.691
3 C -0.545
4 N 0.392


The following is a DFT calculation (ωB97M-V/def2-TZVPD) of a molecular structure, C28H49Br4CaF8N3NaO8 at a distorted geometry.

Geometry (Å):
C 0.5374 -3.4857 2.3716
C 1.2115 -2.3394 1.6000
C 0.1905 -1.4295 0.9255
C -0.4084 -2.0108 -0.3643
C -0.7970 -0.8430 -1.2838
C 0.0179 -0.8515 -2.5646
C 1.5249 -0.7909 -2.2557
C 2.1512 0.5705 -2.6208
C 3.3019 0.4994 -3.6003
C 2.6778 -0.1739 -4.9009
C 3.1379 -1.5623 -5.3819
C 2.0355 -2.5170 -5.8240
F 0.9315 -1.8862 -6.2407
F 1.7593 -3.4330 -4.9022
F 2.5295 -3.1940 -6.9240
C 3.7189 1.8717 -4.2213
C 4.0957 3.0315 -3.3102
F 3.0308 3.3764 -2.4985
C 4.4772 4.3032 -4.0814
C 5.3829 5.1529 -3.1993
C 5.1028 1.4305 -4.8677
C 5.5868 0.5421 -3.7849
N 4.6206 0.0143 -3.1083
C 4.9418 -0.8932 -1.9981
F 6.1806 -1.3836 -2.1931
F 4.1018 -1.9278 -1.9640
C 4.9392 -0.1852 -0.6136
F 5.5195 1.0272 -0.7538
F 3.7062 -0.1030 -0.1151
H 1.1584 -3.8157 3.1983
H 0.3194 -4.3060 1.6961
H -0.3794 -3.1002 2.8025
H 1.7203 -1.7246 2.3418
H 1.9736 -2.6940 0.9026
H 0.6787 -0.4872 0.7037
H -0.6446 -1.1964 1.5726
H 0.3739 -2.6365 -0.8043
H -1.2645 -2.6472 -0.1740
H -0.6454 0.1113 -0.7829
H -1.8494 -0.9209 -1.5378
H -0.2792 -0.0664 -3.2619
H -0.1833 -1.7873 -3.0892
H 1.6961 -0.9685 -1.2041
H 1.9927 -1.6014 -2.8119
H 2.3975 1.1238 -1.7227
H 1.3842 1.1619 -3.1089
H 2.8824 0.4656 -5.7518
H 1.6027 -0.1500 -4.7858
H 3.7868 -2.1097 -4.7058
H 3.7485 -1.3630 -6.2844
H 2.9856 2.2634 -4.9089
H 4.9274 2.8083 -2.6367
H 4.9238 4.0841 -5.0428
H 3.5416 4.8445 -4.1832
H 6.3240 4.6379 -3.0263
H 5.5567 6.1395 -3.6084
H 4.9272 5.2874 -2.2238
H 4.9854 0.7482 -5.6969
H 5.8415 2.2008 -5.0148
H 6.6457 0.4082 -3.6431
H 5.5455 -0.7908 0.0595
Br 4.3068 2.2950 -7.5918
O -1.0861 1.1229 1.3159
H -0.7791 1.6485 2.0661
Ca 3.5013 -0.3040 -7.9831
C -5.1652 1.4381 0.8554
C -5.1146 1.9609 2.2733
O -6.2655 1.5391 3.0336
C -6.2699 0.2749 3.4379
O -5.4112 -0.5422 3.2438
O -7.4153 0.0541 4.0968
C -7.5942 -1.3012 4.5081
H -6.1061 1.7207 0.3771
H -4.3346 1.8335 0.2721
H -5.1062 0.3511 0.8345
H -5.1504 3.0484 2.2653
H -4.1941 1.6664 2.7760
H -6.7432 -1.6507 5.0898
H -7.7412 -1.9427 3.6407
H -8.4874 -1.3232 5.1263
C -3.9070 -0.3914 6.6125
O -2.8187 -0.7428 6.2094
N -4.3470 -0.5492 7.8780
C -5.6612 -0.1058 8.2963
C -3.4721 -1.1842 8.8478
H -4.6469 0.0998 5.9561
H -5.5724 0.6329 9.0959
H -6.2442 -0.9537 8.6641
H -6.1872 0.3458 7.4571
H -2.5484 -0.6116 8.9418
H -3.2184 -2.1909 8.5128
H -3.9681 -1.2347 9.8125
N -0.4371 1.5983 -9.5737
O -1.0767 2.0076 -8.5440
O -0.9762 1.5905 -10.6598
O 0.7465 1.2152 -9.4335
Na -0.6971 4.0155 -7.9526
C -4.4889 -2.5424 13.0977
Br -3.2055 -1.1788 12.6570
Br -4.8111 -2.6315 14.9903
Br -6.1229 -2.3185 12.1042
H -4.0631 -3.4890 12.8011

Computed properties:
Total charge: +1
Relative energy (zero: lowest compared OMol25 entry of this formula, charge and spin), kcal/mol: 0.0
Orbital gap, eV: 1.5
Electronic energy, eV: -375431.819
LUMO energy, eV: -5.4

Here are the Mulliken charges for atoms 1 to 4, given in e:
1 C -1.357
2 C -0.473
3 C -0.717
4 C -0.703


The following is a DFT calculation (ωB97M-V/def2-TZVPD) of a molecular structure, C28H49DyNO2P2 at a distorted geometry.

Geometry (Å):
Dy -0.2088 0.1410 0.0033
C -2.1262 1.7070 0.4902
C -2.6020 0.8111 -0.5119
C -2.2829 -0.4116 1.4276
C -1.9962 0.9760 1.7063
C -2.6979 -0.5004 0.0797
C -2.0715 3.1786 0.3424
H -1.6863 3.4220 -0.6499
H -1.4116 3.6137 1.0917
H -3.0700 3.6273 0.4475
C -2.0020 1.5798 3.0451
H -1.7718 2.6484 2.9962
H -1.2531 1.0603 3.6602
H -2.9745 1.4454 3.5523
C -2.4862 -1.4942 2.4086
H -3.5520 -1.6286 2.6501
H -1.9421 -1.2602 3.3281
H -2.1008 -2.4342 2.0010
C -3.4130 -1.6601 -0.4948
H -4.5021 -1.5734 -0.3580
H -3.0899 -2.5749 -0.0003
H -3.1828 -1.7266 -1.5603
C -3.2321 1.2612 -1.7689
H -4.2142 1.7364 -1.5722
H -3.3727 0.4283 -2.4675
H -2.5925 2.0051 -2.2615
C 1.3013 0.5588 -2.9946
C 0.2684 1.4297 -3.1503
C -0.3149 1.6724 -4.5108
C -1.1829 0.5423 -5.1431
C -1.3237 -0.7325 -4.3668
C -0.2874 -1.5806 -4.2606
C 1.0397 -1.2430 -4.8831
C 1.8855 -0.1332 -4.1942
H 0.4684 1.9114 -5.2507
H -0.7858 0.3482 -6.1570
H -0.9564 2.5665 -4.4564
H 2.1574 0.5907 -4.9831
H 1.7913 0.3717 -2.0285
H -0.1296 2.0287 -2.3224
H 2.8355 -0.6020 -3.8908
H 1.6629 -2.1504 -4.8693
H -0.3219 -2.5168 -3.6996
H 0.9227 -0.9628 -5.9461
H -2.1899 0.9655 -5.2732
H -2.2939 -0.8860 -3.8920
P 1.5636 2.0259 0.9727
C 1.1954 2.8087 2.5796
H 2.0201 3.4409 2.9137
H 1.0186 2.0178 3.3088
H 0.2870 3.4122 2.5222
C 3.3055 1.5164 1.1134
H 3.9378 2.2967 1.5458
H 3.6739 1.2423 0.1217
H 3.3941 0.6050 1.7258
C 1.7444 3.5132 -0.0803
H 2.1706 3.2201 -1.0427
H 2.3929 4.2533 0.3982
H 0.7619 3.9553 -0.2673
P 0.7497 -2.4214 0.1351
C -0.4596 -3.6793 -0.4032
H 0.0258 -4.5593 -0.8264
H -1.1358 -3.2359 -1.1346
H -1.0585 -3.9794 0.4624
C 2.3850 -2.6215 -0.6638
H 2.3179 -2.6750 -1.7514
H 2.9216 -3.4909 -0.2781
H 2.9720 -1.7343 -0.4085
C 1.1415 -3.2784 1.7106
H 1.3164 -4.3483 1.5489
H 0.3046 -3.1222 2.3985
H 2.0375 -2.8099 2.1354
O -0.6929 -0.5318 4.6174
C 0.5138 -0.6940 4.3446
C 1.5031 -1.0742 5.4139
C 2.7922 -0.6288 4.7751
C 2.4283 -0.7862 3.3037
O 3.2280 -1.1213 2.4248
N 1.0893 -0.5387 3.1102
H 1.2240 -0.6462 6.3873
H 1.5231 -2.1672 5.5408
H 2.9790 0.4394 4.9684
H 3.7169 -1.1594 5.0652

Computed properties:
Total charge: +1
2S+1: 6
Orbital gap (alpha / beta), eV: 7.7 / 7.9
Electronic energy, eV: -78071.499
LUMO energy (alpha / beta), eV: -3.3 / -3.0

Here are the Mulliken charges for atoms 1 to 4, given in e:
1 Dy -0.557
2 C 0.547
3 C 0.813
4 C 0.503